(1)
This record from the OMol25 dataset describes C48H61ClN5NaO5 as an isolated structure. The level of theory is the ωB97M-V functional and the def2-TZVPD basis.

Its charge is -2. The value obtained for the LUMO energy (spin up / spin down) is 3.68 / 3.69 eV.

Each line ends with the Mulliken charge.
Positions of all 121 atoms, in Å:
Na 0.5136 0.6138 1.6244  1.167
C -7.0967 1.8653 0.8206  -1.779
C -6.1939 0.8422 0.1146  2.181
C -6.1119 1.2344 -1.3602  -2.050
C -6.8463 -0.5453 0.2065  -1.687
C -4.8191 0.8039 0.7813  -0.906
C -3.6462 0.9723 0.0912  0.138
C -2.3757 0.9417 0.7380  -1.493
N -1.1822 1.0558 0.1561  -0.193
C -0.8988 0.9351 -1.1835  0.454
C -1.6506 0.2145 -2.1155  -0.315
C -1.2729 0.0994 -3.4502  -0.439
C -0.1159 0.7687 -3.8450  -0.540
C 0.7069 1.4639 -2.9605  -0.268
C 0.3858 1.4943 -1.5698  -0.275
O 1.1733 1.9762 -0.6776  -0.994
C 1.9753 2.1698 -3.4470  2.833
C 1.9052 3.6585 -3.0746  -1.973
C 3.2133 1.5376 -2.7980  -1.174
C 2.1593 2.0847 -4.9654  -2.542
C -2.1091 -0.7550 -4.4034  2.320
C -1.6085 -0.6788 -5.8467  -2.428
C -2.0538 -2.2248 -3.9615  -1.791
C -3.5719 -0.2904 -4.3863  -1.855
C -2.3325 0.8754 2.2100  1.123
O -1.2405 1.0191 2.8266  -1.191
C -3.5753 0.6017 2.8954  0.047
C -4.7471 0.5687 2.1765  -0.219
C -3.5438 0.3910 4.4105  2.635
C -2.6145 -0.7817 4.7592  -1.779
C -4.9278 0.0709 4.9831  -2.397
C -3.0368 1.6642 5.1051  -1.824
H -8.0679 1.9281 0.3187  0.468
H -6.6338 2.8541 0.8062  0.362
H -7.2729 1.5954 1.8627  0.319
H -7.1179 1.2730 -1.7882  0.480
H -5.5313 0.5130 -1.9358  0.230
H -5.6483 2.2148 -1.4854  0.407
H -7.8538 -0.5313 -0.2236  0.482
H -6.9206 -0.8755 1.2438  0.291
H -6.2477 -1.2810 -0.3342  0.312
H -3.6578 1.1841 -0.9679  1.090
H -2.5214 -0.3205 -1.7563  0.781
H 0.1703 0.7313 -4.8855  0.534
H 1.7836 3.7778 -1.9997  0.262
H 1.0562 4.1322 -3.5748  0.424
H 2.8209 4.1723 -3.3873  0.446
H 3.1487 1.6162 -1.7156  -0.375
H 4.1283 2.0345 -3.1399  0.552
H 3.2801 0.4790 -3.0640  0.427
H 1.3210 2.5360 -5.5024  0.471
H 2.2690 1.0516 -5.3041  0.388
H 3.0690 2.6242 -5.2436  0.452
H -0.5798 -1.0348 -5.9320  0.431
H -1.6470 0.3440 -6.2283  0.389
H -2.2368 -1.3048 -6.4870  0.468
H -1.0276 -2.5958 -4.0167  0.293
H -2.6833 -2.8509 -4.6036  0.550
H -2.3952 -2.3379 -2.9311  0.249
H -3.6430 0.7621 -4.6689  0.350
H -4.0042 -0.3972 -3.3913  0.221
H -4.1761 -0.8824 -5.0823  0.501
H -5.6736 0.3751 2.7018  0.367
H -2.9545 -1.6966 4.2658  0.311
H -2.6190 -0.9585 5.8395  0.497
H -1.5896 -0.5763 4.4551  0.308
H -5.3381 -0.8485 4.5578  0.400
H -5.6403 0.8811 4.8070  0.422
H -4.8406 -0.0693 6.0638  0.440
H -2.0380 1.9125 4.7530  0.339
H -3.0073 1.5116 6.1892  0.440
H -3.7060 2.5036 4.8943  0.342
C 5.5706 -0.1990 5.2100  -0.499
C 5.5544 0.8182 4.2701  -1.018
C 5.0099 0.6179 3.0105  -0.258
C 4.4692 -0.6240 2.6682  1.252
C 4.4686 -1.6428 3.6245  -0.491
C 5.0145 -1.4263 4.8745  -0.593
N 3.8897 -0.8608 1.4036  2.346
N 3.6004 -2.1211 1.1488  -1.141
C 2.7269 -2.5250 0.1693  -0.462
C 2.6855 -3.9254 -0.0184  -0.495
C 1.8205 -4.4533 -0.9460  -0.822
C 1.0055 -3.5973 -1.6853  -0.573
C 1.1068 -2.2380 -1.4426  -0.771
N 1.9356 -1.7088 -0.5441  1.466
H 5.9801 -0.0295 6.1980  0.356
H 5.9558 1.7945 4.5146  0.377
H 4.9971 1.4517 2.3270  0.266
H 3.9895 -2.5783 3.3870  0.284
H 4.9708 -2.2214 5.6082  0.351
H 3.3236 -4.5460 0.5953  0.449
H 1.7654 -5.5263 -1.0890  0.374
H 0.2986 -3.9707 -2.4129  0.406
H 0.4886 -1.5264 -1.9835  0.011
N -0.8909 -2.5460 2.0661  -0.590
C 0.0536 -2.8674 3.1369  -1.073
C 0.9979 -1.7345 3.5999  0.888
O 1.3976 -1.7738 4.7731  -0.834
O 1.3096 -0.8925 2.7082  -0.663
H -0.3567 -2.2064 1.2712  0.197
H -1.4556 -1.7516 2.3539  0.231
H 0.6941 -3.6840 2.7847  0.394
H -0.4884 -3.2390 4.0079  0.343
O 2.7415 3.4106 0.9482  -0.787
H 2.2040 2.9960 0.2330  0.477
H 2.1932 3.2655 1.7255  0.321
Cl 8.6789 0.0439 -3.1832  -0.273
C 7.2681 0.0970 -2.1460  0.387
C 6.2665 -0.8421 -2.3161  -0.998
C 5.1509 -0.7925 -1.4946  0.436
C 5.0315 0.1776 -0.5031  0.631
C 3.8228 0.2166 0.4047  -0.718
C 6.0525 1.1123 -0.3645  -0.040
C 7.1741 1.0823 -1.1813  -0.959
H 6.3537 -1.5935 -3.0891  0.407
H 4.3517 -1.5084 -1.6403  0.376
H 3.7611 1.1785 0.9026  0.491
H 2.9044 0.0889 -0.1546  -1.077
H 5.9604 1.8911 0.3813  0.310
H 7.9616 1.8157 -1.0748  0.401

(2)
This record from the OMol25 dataset describes one molecule with the formula C3H3ClO at a distorted geometry. The level of theory is the ωB97M-V functional and the def2-TZVPD basis.

Its charge is 0. The SMILES is O=C1C[C@H]1Cl. The value obtained for the LUMO energy is -1.08 eV.

Each line ends with the Mulliken charge.
Positions of all 8 atoms, in Å:
O 0.0371 -2.1292 0.1114  -0.436
C -0.1213 -0.9767 -0.1174  0.439
C -0.7363 0.2885 0.4412  -0.639
C 0.2709 0.2594 -0.6597  -0.074
Cl 2.2200 0.5049 0.1477  -0.265
H -1.5641 0.7714 0.1091  0.291
H -0.4530 0.3704 1.5308  0.241
H 0.3468 0.9113 -1.5631  0.442

(3)
This record from the OMol25 dataset describes C29H55BrFInO4P as an isolated structure at a distorted geometry. The level of theory is the ωB97M-V functional and the def2-TZVPD basis.

Its charge is -1. The value obtained for the LUMO energy is 2.33 eV.

Each line ends with the Mulliken charge.
Positions of all 92 atoms, in Å:
C -0.1305 0.5810 4.2658  -0.267
C 0.8336 1.8576 3.8602  0.547
O 0.1985 3.0525 3.7121  -0.544
O 2.2952 1.8171 3.6952  -0.399
C 2.6984 1.7842 2.2803  -0.116
C 1.9743 0.6142 1.3877  -0.884
In 0.4752 1.4057 -0.1487  0.690
C -0.5918 3.3085 0.5130  -0.878
C -2.1550 3.0291 1.0176  0.708
C -3.1930 2.8670 -0.2789  -0.804
F -2.6629 4.2125 1.8022  -0.415
C -1.0850 -0.2231 -0.4486  -1.027
C -1.1380 -0.8494 -1.9652  1.421
C -2.7427 -0.9646 -2.4228  -1.115
O -0.5952 -2.2131 -2.0926  -0.452
C 0.8051 -2.3018 -1.6519  0.109
C 1.6377 -3.0160 -2.9007  0.219
C 1.9787 -2.0488 -4.1945  0.119
C 2.7956 -2.6123 -5.5021  -0.456
C 3.2427 -4.2037 -5.5359  -0.358
C 2.8982 -5.1798 -4.2329  -0.364
C 2.1106 -4.5915 -2.9031  -0.421
P 1.8099 1.9930 -2.2214  0.161
O 2.5453 3.5644 -1.8496  -0.545
Br 3.6071 0.6051 -2.4869  -0.352
H 0.1877 -0.4340 3.7625  0.259
H -1.2737 0.7675 3.9885  0.255
H 0.0013 0.4235 5.4361  -0.143
H 2.6046 2.8487 1.7497  0.141
H 3.8672 1.5431 2.2754  0.223
H 1.4698 -0.2406 2.0073  0.145
H 2.8397 0.1041 0.7456  0.306
H -0.7001 3.9727 -0.4731  0.260
H 0.0063 3.9654 1.2746  0.228
H -2.1270 2.0440 1.6613  -0.083
H -3.3702 3.9220 -0.7570  0.326
H -4.1766 2.3495 0.1255  0.258
H -2.6926 2.1841 -1.1049  0.070
H -0.8634 -1.1089 0.3183  0.191
H -2.1166 0.2454 -0.1140  0.229
H -0.6554 -0.0970 -2.7470  -0.315
H -2.9912 -2.1185 -2.5867  0.308
H -2.9051 -0.4568 -3.4734  0.107
H -3.4812 -0.5941 -1.5919  0.266
H 0.8522 -3.0584 -0.7533  0.243
H 1.3151 -1.2777 -1.4037  -0.202
H 1.6718 -0.9021 -4.2033  -0.012
H 3.0418 -1.8899 -6.3910  0.278
H 3.8155 -4.6092 -6.4808  0.258
H 3.2386 -6.2967 -4.3221  0.256
H 1.8969 -5.2929 -1.9811  0.230
H 3.2345 3.3883 -1.1191  0.289
C -1.2759 -1.3948 7.7815  -1.182
C 0.1440 -1.1190 8.2522  -0.555
C 1.1809 -2.0464 7.6132  -0.448
C 1.0081 -3.5352 7.9333  -0.767
C 1.0242 -3.8884 9.4229  -0.363
C 2.3432 -3.5550 10.1024  -1.176
H -1.6022 -2.4034 8.0503  0.346
H -1.9700 -0.6875 8.2457  0.366
H -1.3542 -1.2833 6.6955  0.253
H 0.1892 -1.1863 9.3434  0.379
H 0.4002 -0.0838 7.9979  0.373
H 2.1806 -1.7204 7.9212  0.337
H 1.1467 -1.9205 6.5238  0.251
H 1.8070 -4.0928 7.4271  0.380
H 0.0706 -3.8965 7.4970  0.315
H 0.8407 -4.9653 9.5272  0.352
H 0.2028 -3.3871 9.9454  0.234
H 3.1727 -4.0870 9.6264  0.289
H 2.3093 -3.8523 11.1556  0.372
H 2.5552 -2.4828 10.0688  0.283
C 0.5372 2.2518 -5.9560  -1.082
C -0.8832 2.5161 -5.4804  -0.128
C -1.9136 1.5746 -6.1091  -0.487
C -2.0483 1.6802 -7.6322  -0.915
C -2.4074 3.0715 -8.1604  -0.388
C -3.7610 3.5650 -7.6738  -1.185
H 0.6386 2.4088 -7.0335  0.383
H 1.2340 2.9311 -5.4554  0.386
H 0.8399 1.2255 -5.7255  0.096
H -1.1477 3.5599 -5.6746  0.337
H -0.9152 2.3890 -4.3919  0.011
H -2.8879 1.7588 -5.6429  0.384
H -1.6507 0.5399 -5.8559  0.291
H -2.8142 0.9661 -7.9620  0.403
H -1.1153 1.3553 -8.1050  0.336
H -2.4237 3.0339 -9.2570  0.384
H -1.6320 3.7964 -7.8917  0.246
H -4.5583 2.8793 -7.9768  0.286
H -3.9789 4.5488 -8.1022  0.376
H -3.7867 3.6660 -6.5853  0.284

Question: Which value of charge does entry 3 give?
Answer: -1

Question: Which of these has the lowest charge?
Answer: C48H61ClN5NaO5

Question: Which value of charge does entry 1 give?
Answer: -2

Question: Among the records above, which one has the lowest charge?
Answer: C48H61ClN5NaO5